Entry 1:
Molecular formula: C5H12N2
Method: DFT, the ωB97M-V functional and the def2-TZVPD basis

The geometry in XYZ format:
```
19
Properties=species:S:1:pos:R:3:mulliken_charge:R:1
C 0.518 2.043 0.107 -0.052
C -0.851 -0.326 -0.290 0.731
C -1.683 -0.541 -1.456 -1.270
C -0.143 -0.976 2.088 -0.860
C 1.801 0.480 -0.988 -0.863
N -0.900 -0.903 0.841 -0.073
N 0.653 0.861 -0.282 -0.006
H 1.392 2.557 0.057 0.311
H -0.495 2.560 0.428 0.288
H -2.041 -1.583 -1.616 0.452
H -1.195 -0.364 -2.321 0.417
H -2.445 0.138 -1.488 0.370
H 0.736 -1.526 1.892 0.388
H -0.575 -1.551 2.933 0.340
H 0.014 -0.054 2.446 0.378
H 2.238 -0.306 -0.390 0.383
H 2.551 1.231 -1.025 0.341
H 1.653 -0.024 -1.911 0.337
H -1.744 -1.600 0.811 0.388
```

Computed properties:
ΔE to the lowest compared entry with this formula, charge and spin = 97.4 kcal/mol
net charge = +2
frontier orbital gap = 0.418 hartree

=====

Entry 2:
Molecular formula: C34H32BrIrN3O3P2
Method: DFT, the ωB97M-V functional and the def2-TZVPD basis

The geometry in XYZ format:
```
76
Properties=species:S:1:pos:R:3:mulliken_charge:R:1
Ir 1.268 -1.680 -0.482 2.561
N 2.182 -1.858 -2.425 -0.517
C 1.786 -3.205 -2.976 -0.735
C 0.635 -3.834 -2.159 0.623
O -0.234 -4.515 -2.622 -0.553
N 0.814 -3.528 -0.816 -0.211
C 0.049 -4.138 0.274 -0.787
C -0.647 -3.057 1.107 0.444
O -1.607 -3.260 1.797 -0.565
O -0.089 -1.839 1.024 -0.834
H 1.767 -1.159 -3.036 0.194
H 3.185 -1.711 -2.496 0.315
H 2.636 -3.881 -2.896 0.424
H 1.500 -3.114 -4.021 0.352
H 0.781 -4.578 0.959 0.367
H -0.623 -4.924 -0.062 0.413
Br 6.071 0.105 3.987 -0.071
C 4.728 -0.195 2.720 0.109
C 4.981 0.000 1.367 -0.942
C 3.965 -0.247 0.469 -0.055
N 2.751 -0.674 0.840 -0.054
C 2.509 -0.848 2.147 -0.588
C 3.467 -0.621 3.115 -0.983
H 5.948 0.334 1.021 0.462
H 4.127 -0.101 -0.591 0.372
H 1.517 -1.192 2.406 0.981
H 3.231 -0.777 4.158 0.561
C -1.506 0.344 -0.095 -1.495
P -0.180 -0.191 -1.261 0.824
C 0.487 1.379 -1.863 1.068
C 1.795 1.741 -1.559 -0.418
C 2.301 2.963 -1.982 -0.557
C 1.503 3.823 -2.720 -0.720
C 0.196 3.467 -3.034 -0.611
C -0.313 2.253 -2.606 -0.858
C -1.081 -0.936 -2.634 0.936
C -2.049 -1.901 -2.346 -0.700
C -2.719 -2.540 -3.375 -0.703
C -2.418 -2.232 -4.694 -0.626
C -1.441 -1.290 -4.988 -0.838
C -0.772 -0.639 -3.963 -0.611
P -0.962 1.184 1.428 0.761
C -1.695 2.784 1.550 0.858
C -1.847 3.599 0.416 -0.290
C -2.427 4.843 0.540 -0.734
C -2.833 5.298 1.793 -0.504
C -2.652 4.512 2.926 -0.787
C -2.070 3.265 2.815 -0.773
C -1.206 0.249 2.924 0.485
C -0.199 0.256 3.890 -0.332
C -0.380 -0.458 5.062 -0.825
C -1.551 -1.180 5.259 -0.486
C -2.554 -1.174 4.300 -0.809
C -2.387 -0.461 3.126 -0.174
H -2.099 -0.516 0.224 0.717
H -2.137 1.038 -0.655 1.033
H 2.416 1.072 -0.977 -0.293
H 3.317 3.241 -1.736 0.502
H 1.899 4.771 -3.059 0.448
H -0.422 4.134 -3.620 0.505
H -1.327 1.977 -2.873 0.522
H -2.270 -2.178 -1.321 0.035
H -3.465 -3.288 -3.147 0.471
H -2.942 -2.732 -5.497 0.440
H -1.209 -1.052 -6.017 0.455
H -0.026 0.108 -4.206 0.350
H -1.503 3.261 -0.553 0.252
H -2.562 5.468 -0.331 0.456
H -3.285 6.276 1.887 0.417
H -2.968 4.874 3.893 0.437
H -1.929 2.650 3.694 0.395
H 0.709 0.827 3.734 0.673
H 0.387 -0.448 5.825 0.460
H -1.683 -1.751 6.168 0.428
H -3.465 -1.733 4.463 0.459
H -3.176 -0.459 2.384 0.475
```

Computed properties:
ΔE to the lowest compared entry with this formula, charge and spin = 20.7 kcal/mol
net charge = +2
frontier orbital gap (spin up / spin down) = 0.283 / 0.213 hartree
multiplicity = 2